Entry one
C5H16NO | ωB97M-V/def2-TZVPD

XYZ file:
```
23
C5H16NO | the Open Molecules 2025 dataset | ωB97M-V/def2-TZVPD
C 0.44 0.71 0.89
C -0.59 0.16 -0.05
C -0.94 1.20 -1.13
C -1.84 -0.33 0.71
C -2.77 -1.18 -0.14
N 1.73 1.01 0.21
H 0.13 1.58 1.47
H 0.70 0.00 1.69
H -0.26 -0.74 -0.58
H -2.00 1.24 -1.34
H -0.36 1.12 -2.04
H -0.79 2.23 -0.75
H -2.27 0.57 1.17
H -1.50 -0.92 1.57
H -2.37 -2.15 -0.44
H -3.02 -0.67 -1.07
H -3.66 -1.40 0.43
H 2.38 1.62 0.71
H 1.51 1.56 -0.62
H 2.21 0.15 -0.14
H 3.96 -1.52 -0.62
H 2.73 -2.23 -0.18
O 3.08 -1.35 -0.32
```

The HOMO-LUMO gap comes out at 11.681 eV. Its net charge is +1.

***

Entry two
C5H16NO | ωB97M-V/def2-TZVPD

XYZ file:
```
23
C5H16NO | the Open Molecules 2025 dataset | ωB97M-V/def2-TZVPD
C -0.31 0.65 1.41
C -0.12 1.05 -0.02
C 0.05 -0.15 -0.93
C -1.11 -1.13 -1.09
C -2.50 -0.51 -1.20
N 1.03 0.48 2.11
H -0.74 -0.35 1.43
H -0.98 1.16 2.10
H -0.90 1.72 -0.36
H 0.76 1.69 -0.18
H 0.44 0.21 -1.88
H 0.93 -0.72 -0.61
H -0.96 -1.65 -2.04
H -1.00 -1.98 -0.41
H -3.08 -0.85 -2.06
H -2.45 0.57 -1.29
H -3.24 -0.70 -0.42
H 1.02 0.94 3.02
H 1.33 -0.49 2.25
H 1.78 0.89 1.54
H 3.10 -1.00 -0.41
H 3.91 0.21 -0.68
O 3.06 -0.04 -0.28
```

The HOMO-LUMO gap comes out at 10.788 eV. Its net charge is +1.

***

Which of them is the most stable, and which is the least stable? entry one and entry two, in that order.

***

Entry one
C2H3N4O | ωB97M-V/def2-TZVPD

XYZ file:
```
10
C2H3N4O | the Open Molecules 2025 dataset | ωB97M-V/def2-TZVPD
C -0.65 0.34 0.60
C 0.07 -2.09 -1.30
N 0.98 1.63 0.58
N 0.65 0.34 0.50
N -1.18 1.51 0.82
N -0.09 2.33 0.81
O 1.18 -1.59 -0.82
H -1.27 -0.53 0.48
H -0.84 -1.29 -1.31
H 1.15 -0.65 -0.35
```

The HOMO-LUMO gap comes out at 8.524 eV. Its net charge is -1.

***

Entry two
C2H3N4O | ωB97M-V/def2-TZVPD

XYZ file:
```
10
C2H3N4O | the Open Molecules 2025 dataset | ωB97M-V/def2-TZVPD
C 0.58 -0.63 -0.84
C 1.01 0.43 0.95
N -0.07 0.02 0.22
N 1.85 -0.65 -0.68
N 2.13 -0.02 0.51
N -2.04 -0.18 -0.23
O -2.68 -0.10 0.81
H 0.16 -0.90 -1.77
H -1.90 0.88 -0.65
H 0.95 1.14 1.68
```

The HOMO-LUMO gap comes out at 8.719 eV. Its net charge is -1.

***

Which of them is the most stable, and which is the least stable? entry one and entry two, in that order.

***

Entry one
C3H11NOS | ωB97M-V/def2-TZVPD

XYZ file:
```
17
C3H11NOS | the Open Molecules 2025 dataset | ωB97M-V/def2-TZVPD
C -2.16 -1.41 -0.38
S -1.72 -0.38 -1.80
C -1.58 1.21 -0.98
H -1.95 -2.46 -0.54
H -3.22 -1.33 -0.21
H -1.65 -1.06 0.50
H -0.56 1.59 -0.90
H -2.12 1.93 -1.59
H -2.03 1.24 0.00
N 1.67 -0.30 1.64
C 2.00 -0.24 0.25
O 2.51 1.05 -0.18
H 2.50 -0.41 2.20
H 1.24 0.59 1.89
H 2.76 -1.00 0.04
H 1.13 -0.37 -0.40
H 3.17 1.35 0.47
```

The HOMO-LUMO gap comes out at 9.253 eV. The SMILES is CSC.NCO.

***

Entry two
C3H11NOS | ωB97M-V/def2-TZVPD

XYZ file:
```
17
C3H11NOS | the Open Molecules 2025 dataset | ωB97M-V/def2-TZVPD
C -0.18 -2.21 -0.23
C 0.18 -0.75 -0.14
N -0.74 0.07 -0.91
C 0.24 -0.27 1.34
S 0.79 1.43 1.57
H 0.40 -2.87 0.42
H 0.00 -2.52 -1.25
H -1.25 -2.19 0.01
H 1.23 -0.54 -0.38
H -1.54 -0.44 -1.26
H -0.31 0.62 -1.63
H -0.71 -0.43 1.86
H 0.98 -0.85 1.90
H -0.29 1.85 2.25
O 0.17 3.30 -1.41
H 1.12 3.22 -1.30
H -0.10 2.58 -0.83
```

The HOMO-LUMO gap comes out at 10.029 eV. The SMILES is C[C@@H](N)CS.O.

***

Which of them is the most stable, and which is the least stable? entry two and entry one, in that order.

***

Entry one
C3H12O4 | ωB97M-V/def2-TZVPD

XYZ file:
```
19
C3H12O4 | the Open Molecules 2025 dataset | ωB97M-V/def2-TZVPD
C -0.83 2.51 1.56
C -0.99 1.88 0.39
O -0.02 1.60 -0.52
C -2.31 1.20 0.06
H -1.64 2.50 2.26
H 0.02 3.16 1.73
H -0.33 0.81 -0.98
H -2.81 1.90 -0.61
H -2.95 1.22 0.93
H -2.14 0.15 -0.20
H 0.08 -2.09 1.76
H 1.05 -2.64 0.67
O 0.82 -1.86 1.17
H 3.16 2.22 -6.03
H 3.58 1.57 -4.72
O 3.85 1.65 -5.65
H 1.02 -5.83 2.51
H 0.11 -4.77 3.26
O 0.31 -5.18 2.40
```

The HOMO-LUMO gap (spin up / spin down) comes out at 1.845 / 8.984 eV. Its multiplicity is 2. Its net charge is -1.

***

Entry two
C3H12O4 | ωB97M-V/def2-TZVPD

XYZ file:
```
19
C3H12O4 | the Open Molecules 2025 dataset | ωB97M-V/def2-TZVPD
C -4.19 0.08 0.01
C -2.79 -0.40 0.29
C -1.77 -0.32 -0.55
O -0.48 -0.66 -0.42
H -4.45 0.88 0.70
H -4.95 -0.71 0.11
H -4.22 0.50 -1.01
H -2.64 -0.73 1.38
H -2.13 0.06 -1.50
H 0.20 -0.10 -0.84
H 2.43 0.62 -0.84
H 2.24 0.26 -2.31
O 1.74 0.52 -1.53
H 2.00 -1.11 2.30
H 0.91 -0.63 1.33
O 1.75 -0.36 1.74
H 3.36 0.48 1.03
H 4.70 1.00 0.75
O 3.85 0.89 0.28
```

The HOMO-LUMO gap (spin up / spin down) comes out at 2.434 / 9.257 eV. Its multiplicity is 2. Its net charge is -1.

***

Which of them is the most stable, and which is the least stable? entry two and entry one, in that order.

***

Entry one
C2H5NSi | ωB97M-V/def2-TZVPD

XYZ file:
```
9
C2H5NSi | the Open Molecules 2025 dataset | ωB97M-V/def2-TZVPD
C 3.44 -0.45 0.11
C 1.99 -0.47 0.01
N 4.56 -0.19 0.06
Si 1.10 1.27 -0.20
H 1.71 -1.24 -0.71
H 1.55 -0.97 0.99
H -2.42 0.74 1.79
H -1.66 0.50 1.76
H 1.74 2.21 0.86
```

The HOMO-LUMO gap comes out at 7.560 eV.

***

Entry two
C2H5NSi | ωB97M-V/def2-TZVPD

XYZ file:
```
9
C2H5NSi | the Open Molecules 2025 dataset | ωB97M-V/def2-TZVPD
C 3.16 -0.55 0.09
C -0.89 -0.73 0.08
N 2.39 0.29 0.32
Si -0.06 1.00 -0.28
H -1.33 -1.30 -0.80
H -0.41 -1.48 0.72
H -1.72 -0.39 0.71
H -0.28 1.50 -1.56
H -0.85 1.67 0.72
```

The HOMO-LUMO gap comes out at 7.927 eV.

***

Which of them is the most stable, and which is the least stable? entry one and entry two, in that order.

***

Entry one
C5H7NS2 | ωB97M-V/def2-TZVPD

XYZ file:
```
15
C5H7NS2 | the Open Molecules 2025 dataset | ωB97M-V/def2-TZVPD
S -3.19 -0.23 0.04
C -1.57 -0.59 0.06
N -1.05 -1.74 -0.38
S 0.59 -2.04 -0.06
C 0.85 -0.45 0.68
C 1.56 0.64 -0.20
C 0.21 1.25 -0.56
C -0.46 0.31 0.52
H -1.69 -2.45 -0.65
H 1.22 -0.47 1.69
H 2.12 1.30 0.45
H 2.19 0.31 -1.03
H 0.04 2.32 -0.43
H -0.10 0.99 -1.60
H -0.72 0.86 1.44
```

The HOMO-LUMO gap comes out at 8.668 eV. The SMILES is S=C1NS[C@H]2CC[C@@H]12.

***

Entry two
C5H7NS2 | ωB97M-V/def2-TZVPD

XYZ file:
```
15
C5H7NS2 | the Open Molecules 2025 dataset | ωB97M-V/def2-TZVPD
S -3.23 0.17 0.02
C -1.54 0.07 -0.05
N -0.80 -0.99 -0.69
C 0.57 -1.13 -0.81
C 1.41 -0.61 0.13
C 0.71 0.22 1.19
C -0.48 0.91 0.56
S -0.03 2.00 -0.75
H -1.40 -1.66 -1.28
H 0.87 -1.76 -1.75
H 2.51 -0.54 0.07
H 0.33 -0.23 2.22
H 1.48 0.94 1.47
H -0.89 1.61 1.35
H 0.50 1.00 -1.68
```

The HOMO-LUMO gap comes out at 8.385 eV. The SMILES is S=C1NC=CC[C@H]1S.

***

Which of them is the most stable, and which is the least stable? entry one and entry two, in that order.